[1]
# C37H42BN9O2PRh

C37H42BN9O2PRh as an isolated structure in a non-equilibrium geometry (ωB97M-V with the def2-TZVPD basis set, the OMol25 dataset).

Its multiplicity is 5. The energy is -2554.710222 Eh. As for the expectation value of S²: 6.013. As for the charge: +2. Its lowest unoccupied orbital energy (spin up / spin down) is -4.70 / -8.40 eV. Its frontier orbital gap (spin up / spin down) is 8.09 / 4.38 eV.

Last column: Löwdin spin population.
Geometry (Å):
Rh  0.947  -0.133  0.260  2.759
C  -1.583  3.522  -3.167  0.003
C  -1.046  3.035  -1.867  0.012
C  -1.186  3.597  -0.606  0.005
C  -0.453  2.779  0.261  0.018
N  0.066  1.770  -0.455  0.158
N  -0.295  1.923  -1.738  0.009
B  0.283  0.984  -2.822  0.000
N  -0.273  -0.439  -2.597  0.009
N  0.098  -1.142  -1.516  0.158
C  -0.417  -2.377  -1.608  0.019
C  -1.156  -2.454  -2.794  0.005
C  -1.026  -1.215  -3.404  0.012
C  -1.579  -0.758  -4.707  0.003
C  -0.119  -3.392  -0.602  0.012
C  -0.934  -4.513  -0.436  0.000
C  -0.642  -5.448  0.542  0.009
C  0.461  -5.278  1.370  0.005
C  1.297  -4.185  1.194  0.005
C  1.018  -3.262  0.201  0.023
N  1.810  0.930  -2.613  0.007
N  2.377  0.523  -1.459  0.134
C  3.707  0.615  -1.593  0.012
C  3.985  1.098  -2.885  0.004
C  2.768  1.284  -3.501  -0.001
C  2.480  1.773  -4.879  0.000
C  4.672  0.260  -0.556  0.002
C  4.263  -0.256  0.672  0.019
C  5.173  -0.590  1.654  0.004
C  6.530  -0.415  1.424  0.001
C  6.959  0.095  0.206  0.000
C  6.042  0.429  -0.775  0.000
C  -0.172  2.918  1.689  0.009
C  -0.996  3.678  2.520  0.000
C  -0.722  3.782  3.874  0.007
C  0.376  3.126  4.420  0.003
C  1.221  2.394  3.600  0.005
C  0.958  2.309  2.244  0.021
H  -2.203  4.399  -3.002  0.000
H  -0.774  3.797  -3.844  0.000
H  -2.185  2.759  -3.660  0.000
H  -1.713  4.505  -0.367  0.001
H  0.008  1.375  -3.904  0.000
H  -1.688  -3.307  -3.182  0.001
H  -2.200  -1.541  -5.134  0.000
H  -2.186  0.140  -4.591  0.001
H  -0.779  -0.529  -5.413  0.001
H  -1.802  -4.642  -1.070  0.000
H  -1.273  -6.319  0.660  0.000
H  0.685  -6.011  2.134  0.000
H  2.185  -4.076  1.804  0.000
H  1.750  -2.489  -0.029  0.005
H  4.950  1.287  -3.318  0.001
H  3.410  1.973  -5.402  0.000
H  1.918  1.029  -5.444  0.000
H  1.894  2.693  -4.853  0.000
H  3.205  -0.402  0.853  0.009
H  4.832  -0.991  2.600  0.001
H  7.249  -0.676  2.189  0.000
H  8.016  0.234  0.021  0.000
H  6.394  0.827  -1.716  0.000
H  -1.854  4.190  2.100  0.000
H  -1.357  4.385  4.510  0.000
H  0.590  3.214  5.477  0.000
H  2.106  1.926  4.014  0.000
H  1.700  1.855  1.588  0.006
O  -0.128  -1.145  3.427  0.046
C  1.088  -1.202  3.224  0.022
O  1.730  -0.880  2.183  0.216
H  1.718  -1.570  4.052  0.018
C  -4.544  0.724  1.274  0.001
N  -3.875  0.299  2.582  0.008
C  -4.173  -1.188  2.824  0.001
N  -3.810  -1.971  1.696  0.015
C  -4.478  -1.496  0.489  0.002
N  -4.118  -0.111  0.209  0.011
C  -2.708  0.053  -0.140  0.011
P  -1.530  -0.480  1.248  0.137
C  -2.408  0.562  2.536  0.020
C  -2.372  -2.124  1.524  0.015
H  -4.279  1.766  1.091  0.000
H  -5.622  0.638  1.415  0.000
H  -4.277  0.834  3.355  0.000
H  -5.242  -1.272  3.023  0.000
H  -3.610  -1.495  3.705  0.000
H  -5.558  -1.557  0.632  0.000
H  -4.203  -2.128  -0.354  0.000
H  -2.528  1.101  -0.399  0.000
H  -2.496  -0.543  -1.032  0.000
H  -2.250  1.615  2.298  0.000
H  -1.974  0.357  3.511  0.000
H  -1.939  -2.605  2.397  0.000
H  -2.184  -2.755  0.655  0.000

---

[2]
# C29H37N7O4P2PdS

C29H37N7O4P2PdS as an isolated structure (ωB97M-V with the def2-TZVPD basis set, the OMol25 dataset).

Its multiplicity is 1. The energy is -3019.879204 Eh. As for the charge: +2. Its lowest unoccupied orbital energy (spin up / spin down) is -6.04 / -6.04 eV. Its frontier orbital gap (spin up / spin down) is 7.53 / 7.53 eV.

Last column: Mulliken charge in e.
Geometry (Å):
Pd  -0.155  -0.380  -0.898  1.164
C  2.428  0.191  -2.953  -1.661
P  1.994  -0.642  -1.419  1.352
C  3.143  -0.015  -0.186  0.719
C  4.017  -0.863  0.492  -0.127
C  4.937  -0.328  1.385  -0.793
C  4.987  1.041  1.599  -0.599
C  4.115  1.890  0.925  -0.756
C  3.192  1.364  0.037  -0.831
C  2.231  -2.409  -1.629  0.433
C  1.597  -3.291  -0.751  -0.251
C  1.761  -4.658  -0.903  -0.831
C  2.548  -5.153  -1.936  -0.642
C  3.180  -4.281  -2.810  -0.700
C  3.027  -2.912  -2.659  -0.674
H  3.500  0.088  -3.121  0.535
H  2.184  1.250  -2.870  0.460
H  1.864  -0.240  -3.778  0.464
H  3.989  -1.930  0.315  0.505
H  5.628  -0.984  1.899  0.471
H  5.719  1.453  2.282  0.427
H  4.169  2.959  1.082  0.467
H  2.528  2.027  -0.504  0.412
H  0.972  -2.910  0.048  0.275
H  1.270  -5.341  -0.222  0.458
H  2.660  -6.220  -2.065  0.414
H  3.784  -4.668  -3.619  0.434
H  3.524  -2.245  -3.351  0.413
N  -4.792  -2.163  0.737  -0.681
C  -3.846  -1.236  1.371  -0.697
P  -3.420  0.060  0.164  1.031
O  -4.697  0.492  -0.509  -0.934
O  -2.236  -0.340  -0.675  -0.623
C  -3.021  1.608  1.128  0.174
N  -4.097  2.583  0.741  -0.108
H  -5.551  -1.634  0.314  0.252
H  -5.199  -2.781  1.432  0.268
H  -4.023  -3.183  -0.558  0.361
H  -2.935  -1.768  1.656  0.110
H  -4.249  -0.747  2.265  0.519
H  -2.058  2.001  0.828  -0.813
H  -3.017  1.452  2.204  0.529
H  -4.687  1.989  0.074  0.433
H  -3.725  3.399  0.250  0.097
H  -4.647  2.915  1.528  0.350
N  -2.107  6.659  -2.099  -0.348
C  -2.208  5.747  -1.117  0.163
O  -2.942  5.840  -0.150  -0.600
C  -1.389  4.491  -1.257  0.250
C  -0.666  4.053  -0.152  -0.639
C  -0.120  2.788  -0.183  -0.794
N  -0.282  1.955  -1.218  0.818
C  -0.918  2.401  -2.300  -0.519
C  -1.475  3.670  -2.370  -0.649
H  -2.646  7.508  -2.023  0.276
H  -1.414  6.592  -2.823  0.210
H  -0.595  4.670  0.734  0.481
H  0.393  2.375  0.680  0.559
H  -1.044  1.687  -3.106  0.425
H  -2.036  3.968  -3.246  0.454
O  -0.003  -0.334  1.312  -0.513
S  0.984  -1.085  2.217  0.835
C  1.810  0.174  3.216  -0.533
C  0.891  0.460  4.396  -0.526
C  0.433  -0.917  4.867  -0.748
C  -0.040  -1.652  3.614  -0.580
H  2.023  1.009  2.552  -0.068
H  2.755  -0.270  3.534  0.512
H  0.034  1.052  4.064  0.175
H  1.404  1.021  5.174  0.468
H  -0.362  -0.869  5.610  0.404
H  1.270  -1.450  5.320  0.319
H  -1.049  -1.356  3.319  -0.023
H  0.015  -2.737  3.676  0.467
N  -0.512  -0.910  -3.003  -0.580
C  -0.893  -2.008  -2.994  0.586
C  -1.374  -3.319  -2.893  -0.042
C  -2.394  -3.441  -1.988  0.412
N  -3.167  -3.479  -1.132  -0.041
C  -0.752  -4.424  -3.535  0.011
N  -0.217  -5.308  -4.037  -0.430

---

[3]
# C35H53AuB2N8O2S2

C35H53AuB2N8O2S2 as an isolated structure in a non-equilibrium geometry (ωB97M-V with the def2-TZVPD basis set, the OMol25 dataset).

Its multiplicity is 3. The energy is -2935.714729 Eh. As for the expectation value of S²: 2.009. As for the charge: 0. Its lowest unoccupied orbital energy (spin up / spin down) is 0.08 / -3.68 eV. Its frontier orbital gap (spin up / spin down) is 7.70 / 4.77 eV.

Last column: Löwdin spin population.
Geometry (Å):
Au  0.949  0.181  -0.759  0.536
C  -2.824  3.050  -2.191  0.000
C  -1.766  2.624  -1.175  0.000
C  -1.558  3.708  -0.118  0.000
C  -2.118  1.320  -0.528  0.003
C  -3.369  0.795  -0.201  0.002
C  -3.120  -0.389  0.458  0.002
C  -4.191  -1.301  0.974  0.000
C  -4.202  -1.414  2.498  0.000
C  -4.141  -2.661  0.291  0.000
N  -1.779  -0.567  0.507  0.002
N  -1.192  0.490  -0.104  0.046
B  -0.876  -1.516  1.325  -0.001
N  0.118  -0.619  2.113  0.003
N  1.154  -0.034  1.469  0.077
C  1.889  0.596  2.378  0.012
C  1.328  0.419  3.632  0.003
C  0.200  -0.350  3.425  0.002
C  -0.794  -0.758  4.472  0.001
C  -0.084  -1.462  5.628  0.000
C  -1.515  0.490  4.976  0.000
C  3.172  1.329  2.057  0.006
C  3.457  1.056  0.610  0.064
C  3.080  2.794  2.469  0.007
N  -0.044  -2.506  0.474  0.003
N  0.705  -2.067  -0.568  0.061
C  1.396  -3.093  -1.048  0.002
C  1.085  -4.224  -0.310  0.001
C  0.186  -3.828  0.653  0.000
C  -0.259  -4.741  1.763  0.000
C  -1.757  -5.009  1.845  0.000
C  0.318  -4.264  3.096  0.000
C  2.398  -3.053  -2.167  0.000
C  3.407  -1.925  -1.988  0.001
C  1.710  -3.034  -3.532  0.000
H  -2.513  3.967  -2.700  0.000
H  -3.777  3.249  -1.683  0.000
H  -3.005  2.273  -2.939  0.000
H  -0.826  2.498  -1.683  0.000
H  -2.504  3.973  0.364  0.000
H  -1.143  4.601  -0.587  0.000
H  -0.863  3.368  0.660  0.000
H  -4.345  1.221  -0.403  0.000
H  -5.122  -0.807  0.689  0.000
H  -3.436  -2.109  2.857  0.000
H  -5.169  -1.797  2.838  0.000
H  -4.031  -0.434  2.966  0.000
H  -3.144  -3.106  0.369  0.000
H  -4.385  -2.572  -0.769  0.000
H  -4.847  -3.360  0.755  0.000
H  -1.551  -2.154  2.091  0.000
H  1.701  0.798  4.574  0.001
H  -1.529  -1.435  4.036  0.000
H  0.598  -0.776  6.147  0.000
H  0.498  -2.325  5.291  0.000
H  -0.820  -1.800  6.367  0.000
H  -0.804  1.212  5.387  0.000
H  -2.226  0.224  5.768  0.000
H  -2.066  0.979  4.164  0.000
H  3.964  0.847  2.633  0.000
H  2.130  2.516  -0.079  0.002
H  3.587  -0.002  0.415  0.002
H  4.557  1.301  -1.208  0.017
H  2.322  3.339  1.890  0.000
H  4.041  3.301  2.342  0.005
H  2.792  2.864  3.516  0.001
H  1.482  -5.219  -0.449  0.000
H  0.212  -5.687  1.510  0.000
H  -2.307  -4.147  2.231  0.000
H  -1.946  -5.849  2.526  0.000
H  -2.173  -5.271  0.867  0.000
H  -0.057  -3.266  3.346  0.000
H  1.402  -4.214  3.049  0.000
H  0.038  -4.941  3.916  0.000
H  2.938  -3.997  -2.079  0.000
H  2.918  -0.954  -2.096  0.001
H  4.193  -1.989  -2.744  0.000
H  3.867  -1.979  -0.995  0.000
H  1.142  -2.124  -3.685  0.000
H  1.007  -3.872  -3.623  0.000
H  2.459  -3.103  -4.335  0.000
B  4.681  3.365  -0.339  0.334
C  4.056  1.924  -0.477  0.094
N  2.610  1.680  -0.395  0.112
H  3.911  4.216  0.049  0.027
H  5.234  3.854  -1.387  0.193
H  5.824  3.147  0.220  0.174
O  0.274  5.047  -2.587  0.000
S  1.092  4.204  -3.412  0.000
O  2.410  4.666  -3.726  0.002
N  1.168  2.690  -2.744  0.005
C  0.627  1.811  -3.529  0.022
S  0.475  0.177  -3.136  0.156
C  0.055  2.321  -4.797  0.007
C  -0.608  1.602  -5.774  0.005
C  -1.109  2.299  -6.869  0.000
C  -0.952  3.677  -6.964  0.000
C  -0.286  4.395  -5.971  0.000
C  0.211  3.688  -4.891  0.001
H  -0.744  0.528  -5.682  0.004
H  -1.631  1.758  -7.654  0.000
H  -1.349  4.205  -7.821  0.000
H  -0.177  5.467  -6.046  0.000

---

[4]
# C3H6N2S3

C3H6N2S3 in the gas phase in a non-equilibrium geometry (ωB97M-V with the def2-TZVPD basis set, the OMol25 dataset).

Its multiplicity is 1. The energy is -1421.889875 Eh. As for the charge: 0. Its lowest unoccupied orbital energy is 0.40 eV. Its SMILES is CS[C@]1(S)N=NCS1. Its frontier orbital gap is 9.29 eV.

Last column: natural (NBO) charge in e.
Geometry (Å):
C  -2.486  -0.554  0.062  -0.414
C  -0.241  0.621  -0.100  -0.298
C  2.589  -0.410  -0.608  -0.760
N  -1.478  -0.976  0.982  -0.064
N  -0.438  -0.389  0.873  -0.171
S  -1.862  0.836  -1.000  0.179
S  0.311  2.157  0.822  0.012
S  1.056  0.241  -1.382  0.245
H  -2.796  -1.490  -0.517  0.231
H  -3.332  -0.391  0.574  0.219
H  2.881  0.029  0.374  0.247
H  3.303  -0.141  -1.479  0.237
H  2.625  -1.557  -0.589  0.228
H  -0.133  2.024  1.986  0.109

---

[5]
# C3H11O3S

A 4-piece molecular cluster, C3H11O3S overall in a non-equilibrium geometry (ωB97M-V with the def2-TZVPD basis set, the OMol25 dataset).

Its multiplicity is 2. The energy is -744.632173 Eh. As for the expectation value of S²: 0.754. As for the charge: 0. Its lowest unoccupied orbital energy (spin up / spin down) is -1.23 / -3.27 eV. Its frontier orbital gap (spin up / spin down) is 8.54 / 6.51 eV.

Last column: Löwdin spin population.
Geometry (Å):
C  1.161  -0.898  -1.071  0.093
O  1.928  -0.591  0.033  0.742
C  -0.333  -1.042  -0.823  0.001
C  -1.059  0.292  -0.660  0.003
S  -2.634  0.298  0.182  0.000
H  1.303  -0.140  -1.875  0.033
H  1.551  -1.846  -1.503  0.050
H  -0.494  -1.649  0.069  0.000
H  -0.762  -1.597  -1.668  0.000
H  -0.402  0.975  -0.088  0.000
H  -1.141  0.814  -1.608  0.000
H  -3.181  -0.919  -1.246  0.001
H  2.371  2.273  0.214  0.000
H  2.501  0.768  -0.195  0.010
O  2.882  1.680  -0.348  0.068
H  -0.526  -0.207  1.999  0.000
H  0.877  -0.414  1.503  -0.002
O  0.375  -0.292  2.329  0.002